1.
{"formula": "C25H46AlP2", "method": "ωB97M-V with the def2-TZVPD basis set", "elements": ["Al", "C", "C", "C", "C", "C", "C", "H", "H", "H", "C", "H", "H", "H", "C", "H", "H", "H", "C", "H", "H", "H", "C", "H", "H", "H", "C", "C", "C", "C", "C", "C", "C", "C", "H", "H", "H", "H", "H", "H", "H", "H", "H", "H", "H", "H", "P", "P", "C", "C", "H", "H", "H", "H", "C", "H", "H", "H", "C", "H", "H", "H", "C", "H", "H", "H", "C", "H", "H", "H", "C", "H", "H", "H"], "xyz": [[-0.32096, -0.13305, -1.65833], [-0.46584, -1.52977, 0.21148], [0.94068, -1.86270, 0.00888], [0.77855, -0.51124, 1.88637], [-0.51658, -0.77517, 1.47647], [1.69139, -1.18520, 1.00348], [-1.60238, -2.43428, -0.11986], [-1.51257, -2.86406, -1.12680], [-2.56952, -1.89824, -0.06793], [-1.65910, -3.28380, 0.59649], [-1.72617, -0.47672, 2.28117], [-2.65798, -0.68277, 1.73228], [-1.75899, 0.57319, 2.63014], [-1.74705, -1.10548, 3.19129], [1.18561, 0.19846, 3.12278], [1.28041, -0.51434, 3.95449], [0.43022, 0.93916, 3.40637], [2.14651, 0.70758, 3.00602], [3.13938, -1.29898, 1.21365], [3.37085, -2.04142, 2.01001], [3.55863, -0.33016, 1.54644], [3.66460, -1.61623, 0.29268], [1.48056, -2.89052, -0.90297], [1.87491, -3.76071, -0.34465], [2.31787, -2.49213, -1.49842], [0.71397, -3.27062, -1.59774], [-1.89105, 1.10053, -5.97128], [-2.02394, -0.23383, -5.87238], [-1.19814, -1.19009, -6.66288], [0.31276, -0.85576, -6.72670], [0.91066, -0.25342, -5.48669], [1.10375, 1.07875, -5.39538], [0.51553, 2.06604, -6.37493], [-0.91199, 1.78187, -6.91014], [-1.54013, -1.23474, -7.70676], [0.48647, -0.26929, -7.63636], [-1.32500, -2.19433, -6.24923], [-0.82678, 1.27757, -7.87609], [-2.61418, 1.77448, -5.48408], [-2.89320, -0.66238, -5.36608], [-1.36251, 2.74519, -7.15390], [0.50025, 3.05800, -5.90615], [1.79135, 1.52992, -4.67082], [1.15260, 2.16007, -7.26608], [0.82820, -1.79896, -6.92230], [1.39308, -0.96394, -4.79868], [-2.12611, 0.59867, -2.97452], [1.34608, 1.52799, -1.74724], [-0.97652, 1.98232, -3.51724], [0.29482, 2.62366, -2.76863], [-1.56996, 2.83039, -3.90572], [-0.55944, 1.49488, -4.40766], [0.95948, 3.05359, -3.53934], [-0.05566, 3.45599, -2.13658], [2.14894, 2.48064, -0.43467], [2.47896, 1.80141, 0.36745], [1.43974, 3.21278, -0.02184], [3.02478, 2.99977, -0.85941], [2.71041, 0.70843, -2.63779], [3.33949, 1.47721, -3.11293], [2.33925, 0.00945, -3.40181], [3.29465, 0.12861, -1.90650], [-3.92951, 0.65842, -3.22286], [-4.35303, -0.21709, -2.69804], [-4.27472, 0.63704, -4.26843], [-4.29357, 1.58748, -2.74798], [-1.41207, -1.09667, -3.41059], [-0.86513, -1.67608, -2.60415], [-0.72272, -1.10435, -4.26345], [-2.24841, -1.77051, -3.65754], [-1.35044, 1.28044, -0.55491], [-0.74104, 1.47960, 0.34268], [-2.29315, 0.84972, -0.19608], [-1.57026, 2.27059, -0.97533]], "atomic_forces_ev_per_a": [[-1.0, 1.2, 5.8], [0.0, 0.8, 0.4], [1.0, 1.4, 1.3], [-0.3, -0.8, -0.8], [0.7, -0.1, -1.0], [-1.7, -0.6, -1.4], [-0.6, -0.7, 0.0], [-0.1, -0.1, 0.2], [0.4, -0.3, -0.1], [-0.1, 0.4, -0.4], [-0.7, 0.3, 0.4], [0.3, 0.2, 0.2], [0.0, -0.4, -0.2], [0.0, 0.2, -0.3], [-0.2, 0.2, 0.3], [0.1, 0.2, -0.1], [0.2, -0.1, 0.1], [-0.1, 0.0, 0.1], [1.1, 0.0, 0.2], [0.0, 0.4, -0.4], [0.1, -0.4, -0.1], [-0.1, 0.1, 0.5], [0.4, -0.6, -0.6], [-0.2, 0.3, -0.2], [-0.1, -0.3, 0.0], [0.2, 0.0, 0.1], [-0.6, -0.8, -1.0], [-0.9, 1.4, -1.3], [0.5, -0.4, -0.1], [-0.4, -0.8, -0.3], [1.2, 1.1, -0.6], [0.6, -0.9, -0.7], [-0.1, 0.3, -0.1], [-0.2, 0.3, 0.1], [-0.2, -0.1, 0.3], [0.2, 0.2, 0.5], [0.0, 0.0, -0.1], [-0.2, -0.2, 0.3], [0.3, -0.5, -0.2], [0.3, 0.3, -0.1], [0.1, 0.1, 0.0], [0.2, -0.2, 0.0], [-0.5, -0.4, -0.2], [0.1, 0.0, 0.3], [0.1, 0.0, 0.0], [-0.2, 0.4, -0.2], [0.6, -0.5, 0.2], [-0.4, -1.9, -0.7], [0.7, 0.1, -1.2], [-0.7, 0.3, -0.2], [0.1, -0.4, 0.3], [-0.2, 0.5, 0.5], [-0.6, 0.0, 0.1], [0.3, -0.4, -0.1], [-0.2, 0.1, 0.3], [-0.2, 0.2, -0.3], [0.3, -0.3, -0.1], [-0.4, -0.2, 0.1], [0.5, 0.8, -0.4], [0.2, -0.5, 0.1], [0.2, 0.4, 0.4], [-0.2, 0.3, -0.1], [-0.2, 0.1, -0.3], [0.2, 0.5, -0.1], [0.2, 0.1, 0.2], [0.1, -0.5, -0.1], [0.1, -0.3, -1.3], [-0.5, 0.1, -0.3], [-0.3, 0.0, 0.3], [0.2, 0.1, 0.2], [1.3, 0.4, 1.8], [-0.3, 0.2, 0.3], [0.1, 0.0, -0.1], [-0.1, -0.1, -0.2]], "e_homo_ev": [-9.085, -9.085], "relative_energy_kcal_mol": 39.09, "spin_multiplicity": 1, "orbital_gap_ev": [5.59, 5.59], "charge": 1, "lumo_energy_ev": [-3.50, -3.50], "e_tot_ev": -51833.75631}

---

2.
{"formula": "C25H46Cl2GaN3O6Si", "method": "ωB97M-V with the def2-TZVPD basis set", "elements": ["C", "C", "H", "H", "H", "C", "C", "H", "H", "H", "H", "Ga", "Cl", "C", "O", "N", "C", "C", "H", "H", "H", "H", "H", "H", "H", "H", "H", "C", "C", "N", "H", "C", "O", "H", "H", "H", "H", "H", "H", "C", "C", "N", "H", "C", "O", "H", "H", "H", "H", "O", "C", "C", "C", "H", "C", "H", "C", "H", "C", "C", "H", "H", "H", "Si", "Cl", "C", "C", "C", "H", "H", "H", "H", "H", "H", "H", "H", "H", "C", "C", "O", "O", "H", "H", "H"], "xyz": [[-1.68438, -0.43527, -4.09624], [-1.19424, -1.72182, -3.52972], [-1.37093, -0.31073, -5.13719], [-1.30204, 0.40915, -3.49976], [-2.78722, -0.38766, -4.05782], [-0.70328, -2.75475, -4.23226], [-0.53406, -2.83472, -5.71048], [-0.42820, -3.66933, -3.70368], [-0.70089, -1.88619, -6.22770], [-1.19553, -3.59164, -6.15288], [0.48713, -3.16016, -5.94084], [-0.10769, 0.37199, -0.11661], [-0.35887, 1.93638, -1.60970], [-0.34514, -2.08094, 1.41900], [0.39673, -1.07715, 1.21228], [0.01725, -3.10783, 2.17475], [1.38007, -3.21797, 2.68885], [-0.92122, -4.16667, 2.53312], [-1.35495, -2.14551, 0.96697], [1.94285, -2.31732, 2.43209], [1.86461, -4.10755, 2.26496], [1.34054, -3.35125, 3.77553], [-1.90348, -3.91982, 2.11506], [-0.98761, -4.24524, 3.62559], [-0.57714, -5.12450, 2.12364], [0.74426, 2.82509, 4.57514], [-1.02711, 4.41785, 4.08177], [1.17133, 2.95647, 3.57255], [-0.69580, 4.52034, 3.04072], [0.10235, 3.35998, 2.66455], [1.61932, 2.02770, 3.20819], [-0.14418, 2.66636, 1.56547], [0.47912, 1.57815, 1.33384], [-1.56935, 4.58773, 2.38162], [-0.91634, 3.05745, 0.88638], [1.91988, 3.75864, 3.62076], [-0.10420, 5.44148, 2.95125], [1.47896, -0.11426, -3.68008], [2.23967, -2.65240, -3.02758], [2.39863, 0.20422, -3.16268], [3.13811, -2.10596, -2.69888], [2.79110, -0.79905, -2.17849], [2.23868, 1.17726, -2.69129], [2.59615, -0.67003, -0.85953], [2.04527, 0.31113, -0.31579], [3.62777, -2.66608, -1.89459], [2.96382, -1.53273, -0.26130], [3.18776, 0.26217, -3.92387], [3.80662, -2.00260, -3.55808], [-0.18046, -1.03613, -1.50692], [-1.24825, -1.76277, -2.00087], [0.02805, -3.78319, -1.23958], [-1.21703, -3.17664, -1.39744], [0.91474, -3.19435, -1.51070], [0.12849, -5.09269, -0.78120], [-2.20151, -1.28726, -1.69712], [-2.38280, -3.86265, -1.04286], [1.13153, -5.52278, -0.67720], [-1.03489, -5.80835, -0.49120], [-2.28821, -5.19305, -0.61198], [-3.33784, -3.32780, -1.14413], [-0.94931, -6.85238, -0.19043], [-3.20639, -5.73691, -0.37297], [-0.35594, 5.47391, -2.76649], [-0.49293, 3.84399, -4.08493], [1.45664, 5.77716, -2.41408], [-1.42982, 5.16774, -1.27071], [-0.96903, 6.99710, -3.64498], [2.00371, 4.82806, -2.34209], [1.59215, 6.35210, -1.48786], [1.85874, 6.37600, -3.24556], [-0.27337, 7.20968, -4.46142], [-1.01181, 7.87096, -2.97410], [-1.96634, 6.80867, -4.05304], [-1.23980, 4.17980, -0.84443], [-2.48168, 5.21712, -1.57315], [-1.25591, 5.94239, -0.51090], [-2.66717, -0.01442, 2.69193], [-2.90836, -0.17401, 1.20892], [-3.90055, -0.81445, 0.81505], [-2.05720, 0.41454, 0.39727], [-3.23775, 0.85002, 3.05900], [-1.60858, 0.17316, 2.88902], [-3.01313, -0.90225, 3.23971]], "atomic_forces_ev_per_a": [[0.0, 0.4, -0.2], [0.3, -1.0, 0.2], [-0.1, 0.1, 0.2], [-0.1, -0.3, -0.2], [0.4, 0.0, 0.0], [-0.4, 0.3, 0.4], [0.2, -0.1, -0.4], [0.0, 0.2, 0.0], [0.0, -0.2, 0.1], [0.0, 0.2, 0.1], [-0.1, 0.0, -0.1], [-0.8, -1.6, -1.1], [0.1, 0.7, -0.1], [0.1, 0.9, -0.3], [-0.7, -1.3, 0.6], [0.2, 0.2, 0.0], [-0.2, -0.1, 0.1], [0.1, 0.1, -0.2], [0.4, 0.0, 0.3], [-0.2, -0.2, 0.1], [-0.1, 0.2, 0.0], [0.1, 0.1, -0.1], [0.2, -0.2, 0.1], [0.0, 0.1, -0.2], [-0.1, 0.2, 0.1], [0.2, -0.1, -0.2], [0.0, 0.0, -0.3], [-0.1, 0.2, 0.1], [0.1, 0.1, -0.2], [0.0, 0.0, 0.0], [-0.1, 0.3, 0.2], [0.7, -1.6, 0.0], [-1.0, 1.9, 0.5], [0.2, 0.0, 0.2], [0.2, -0.3, 0.2], [-0.1, -0.2, 0.0], [-0.1, -0.2, 0.0], [0.1, 0.1, 0.4], [0.2, 0.2, 0.1], [-0.3, -0.1, -0.2], [0.0, -0.2, 0.0], [0.0, 0.0, 0.6], [0.0, -0.3, 0.0], [-0.7, 0.6, -0.5], [0.6, -0.7, -0.5], [0.0, -0.1, -0.3], [-0.2, 0.4, -0.2], [0.0, 0.1, 0.3], [0.0, 0.0, 0.2], [0.9, 0.9, 0.9], [-0.5, 0.0, 0.6], [0.1, 0.0, 0.0], [-0.1, 0.3, -0.5], [-0.5, -0.3, 0.3], [0.1, 0.3, -0.1], [0.0, -0.2, -0.1], [0.3, 0.0, -0.2], [-0.5, -0.1, 0.0], [-0.1, 0.0, -0.1], [0.0, 0.2, 0.0], [0.3, -0.4, 0.1], [-0.2, 0.2, 0.0], [0.4, 0.1, 0.0], [0.1, 0.0, 0.0], [0.0, 0.7, 0.0], [0.0, -0.2, 0.0], [0.0, 0.0, 0.1], [-0.1, 0.0, 0.0], [0.0, 0.3, 0.0], [0.0, -0.1, -0.2], [0.0, -0.3, 0.2], [-0.2, 0.1, 0.0], [0.0, -0.3, -0.2], [0.1, 0.2, 0.0], [-0.1, 0.2, -0.1], [0.1, 0.0, 0.1], [0.0, -0.1, -0.2], [0.1, 0.1, 0.4], [-0.8, -0.6, -1.5], [1.5, 0.8, 0.6], [0.1, -0.4, 0.7], [0.1, -0.2, -0.1], [-0.1, 0.0, 0.1], [0.1, 0.3, -0.2]], "e_homo_ev": -7.845, "relative_energy_kcal_mol": 0.00, "spin_multiplicity": 1, "orbital_gap_ev": 8.17, "charge": 0, "lumo_energy_ev": 0.32, "e_tot_ev": -128731.32083}